Entry from the OMol25 dataset: 4 unconnected molecules or ions with the total composition C39H87N3O8S (ωB97M-V/def2-TZVPD).

Calculated values
- SMILES: COCCCCCCCCCCC[C@@]1(CCCCCCCCCCOC)CCS(=O)(=O)OC1.COC[C@@H](C)N.COC[C@@H](C)N.COC[C@@H](C)N
- 2S+1: 1
- E_LUMO: 0.55 eV
- HOMO energy: -0.3277 Ha
- Energy: -73537.1287 eV
- Net charge: 0

The geometry in XYZ format:
```
138
Properties=species:S:1:pos:R:3:forces:R:3
C -2.101 2.406 -2.357 0.0 -0.1 -0.1
O -2.634 2.737 -1.093 -0.2 0.1 -0.1
C -3.708 1.886 -0.718 0.1 -0.2 0.1
C -3.252 0.440 -0.454 -0.2 0.1 0.1
C -3.522 -0.012 0.987 0.0 0.0 -0.6
C -3.248 -1.496 1.159 0.4 0.0 0.5
C -3.487 -2.057 2.569 0.0 0.1 -0.2
C -2.660 -1.363 3.662 0.0 -0.2 0.2
C -1.399 -2.140 4.094 0.2 0.3 -0.2
C -0.227 -1.202 4.435 -0.3 0.0 -0.1
C 0.616 -0.772 3.213 0.2 0.1 0.2
C 2.077 -1.266 3.271 -0.3 -0.1 0.2
C 3.132 -0.354 2.632 -0.1 0.1 -0.2
C 3.568 -0.520 1.144 0.1 0.2 0.1
C 5.088 -0.195 1.060 -0.1 -0.5 -0.1
C 5.621 0.185 -0.322 0.0 0.2 0.1
C 7.114 -0.140 -0.521 -0.2 0.1 -0.4
C 7.317 -1.068 -1.721 0.1 0.0 0.2
C 7.013 -0.379 -3.063 0.0 -0.2 -0.2
C 5.703 -0.767 -3.759 0.1 0.0 -0.2
C 5.738 -2.087 -4.528 -0.3 -0.1 0.2
C 5.795 -3.337 -3.645 0.2 -0.1 -0.1
C 5.313 -4.596 -4.374 -0.1 0.2 -0.2
C 3.807 -4.801 -4.280 -0.1 0.0 -0.2
O 3.420 -5.367 -3.039 0.2 0.1 0.2
C 2.716 -4.521 -2.161 0.0 -0.1 -0.2
C 3.380 -1.952 0.621 -0.1 -0.2 0.0
C 1.962 -2.354 0.183 0.0 -0.4 -0.1
S 1.070 -1.097 -0.673 -0.1 -0.2 -0.2
O -0.335 -1.336 -0.541 0.3 0.1 -0.1
O 1.660 -0.919 -1.972 -0.1 -0.1 0.1
O 1.397 0.160 0.214 0.1 0.2 0.2
C 2.824 0.465 0.256 -0.2 0.2 0.0
H -2.807 1.820 -2.957 0.0 0.1 0.0
H -1.884 3.328 -2.898 0.1 0.0 0.0
H -1.186 1.814 -2.259 0.0 0.0 0.0
H -4.480 1.921 -1.498 0.0 0.0 0.0
H -4.149 2.309 0.188 0.1 0.1 0.0
H -2.177 0.398 -0.634 0.0 -0.1 -0.1
H -3.740 -0.248 -1.151 0.1 0.0 0.0
H -2.870 0.588 1.621 -0.2 0.1 0.2
H -4.565 0.211 1.232 0.0 0.1 0.2
H -3.864 -2.048 0.452 -0.1 -0.1 -0.1
H -2.200 -1.680 0.899 -0.1 0.0 -0.1
H -3.215 -3.117 2.545 -0.1 0.0 0.1
H -4.555 -2.023 2.802 0.0 0.1 0.0
H -3.286 -1.203 4.546 0.1 0.0 0.0
H -2.356 -0.366 3.339 0.0 0.0 -0.1
H -1.631 -2.778 4.949 0.0 -0.1 0.0
H -1.089 -2.801 3.276 0.0 0.0 0.1
H 0.410 -1.648 5.201 0.1 -0.1 -0.1
H -0.653 -0.299 4.882 0.0 -0.1 0.1
H 0.657 0.322 3.181 -0.1 -0.1 -0.1
H 0.118 -1.096 2.296 0.0 0.1 -0.1
H 2.334 -1.335 4.333 0.0 0.0 -0.1
H 2.146 -2.291 2.898 0.1 0.0 0.1
H 2.774 0.676 2.748 0.2 0.0 0.1
H 4.038 -0.427 3.235 0.1 -0.1 0.0
H 5.356 0.559 1.802 -0.1 0.1 -0.1
H 5.599 -1.115 1.373 0.0 0.1 0.1
H 5.453 1.254 -0.488 -0.1 -0.1 0.0
H 5.050 -0.331 -1.099 0.0 0.0 0.1
H 7.661 0.785 -0.727 0.1 -0.1 0.2
H 7.533 -0.587 0.381 0.0 0.0 0.0
H 6.682 -1.951 -1.589 0.1 0.0 0.0
H 8.351 -1.420 -1.721 0.0 -0.1 0.0
H 7.826 -0.595 -3.765 0.0 0.1 0.0
H 7.021 0.706 -2.928 0.0 0.0 0.1
H 4.872 -0.824 -3.050 0.0 0.1 0.0
H 5.453 0.031 -4.465 0.0 0.0 0.0
H 6.578 -2.096 -5.228 0.0 0.0 -0.1
H 4.816 -2.141 -5.121 0.1 0.0 -0.1
H 6.814 -3.494 -3.284 0.0 0.1 0.0
H 5.173 -3.173 -2.760 0.0 -0.1 0.1
H 5.559 -4.507 -5.440 0.1 0.0 0.1
H 5.824 -5.489 -4.012 -0.1 -0.1 0.1
H 3.292 -3.845 -4.431 0.0 0.0 0.0
H 3.469 -5.475 -5.070 0.0 0.0 0.0
H 1.633 -4.644 -2.268 -0.1 0.0 0.0
H 2.986 -4.782 -1.136 0.1 -0.1 0.0
H 2.947 -3.463 -2.321 0.1 0.0 -0.1
H 4.060 -2.142 -0.213 0.0 0.1 -0.1
H 3.679 -2.640 1.418 0.0 0.0 -0.1
H 1.319 -2.671 1.002 0.0 0.1 0.1
H 2.012 -3.174 -0.541 -0.1 0.2 0.4
H 3.176 0.465 -0.772 0.1 0.0 0.0
H 2.900 1.479 0.651 -0.1 -0.1 0.0
C -6.402 -2.447 -2.766 0.0 0.1 0.0
O -5.061 -2.302 -2.345 0.0 0.0 0.0
C -4.386 -3.501 -2.014 0.1 0.0 0.1
C -3.828 -4.286 -3.206 -0.1 0.1 -0.2
C -4.886 -5.047 -4.000 0.0 -0.1 0.0
N -3.055 -3.443 -4.122 0.0 0.0 0.1
H -6.896 -3.272 -2.243 0.0 0.0 0.0
H -6.478 -2.613 -3.844 0.0 -0.1 0.0
H -6.920 -1.519 -2.527 0.0 0.0 0.0
H -3.542 -3.194 -1.391 0.0 0.1 0.0
H -5.035 -4.137 -1.394 0.0 0.0 -0.1
H -3.139 -5.023 -2.785 0.0 0.0 0.1
H -5.456 -4.380 -4.648 0.0 0.0 0.0
H -4.409 -5.788 -4.641 0.0 0.0 0.0
H -5.584 -5.564 -3.340 0.0 0.0 0.0
H -2.269 -3.033 -3.625 0.0 0.0 0.0
H -3.635 -2.653 -4.387 0.0 0.0 -0.1
C -6.477 2.276 3.213 0.1 -0.1 -0.1
O -5.272 2.581 2.542 -0.1 -0.1 0.0
C -4.884 3.939 2.561 0.0 0.1 -0.1
C -4.110 4.351 3.816 0.0 -0.1 0.1
C -4.965 4.502 5.070 0.0 0.0 0.0
N -2.992 3.444 4.085 0.0 0.0 -0.2
H -7.204 3.088 3.113 0.0 0.0 0.0
H -6.316 2.069 4.274 0.0 0.1 0.0
H -6.888 1.379 2.750 0.0 0.0 0.0
H -4.216 4.062 1.704 0.0 0.0 0.0
H -5.760 4.583 2.395 0.0 0.0 0.1
H -3.682 5.332 3.593 0.0 0.1 -0.1
H -5.222 3.534 5.498 0.0 0.0 0.0
H -4.415 5.055 5.831 0.0 0.0 0.0
H -5.890 5.042 4.859 0.0 0.0 0.0
H -2.374 3.442 3.275 0.1 0.1 0.0
H -3.361 2.498 4.128 0.0 0.0 0.1
C 1.594 6.674 -0.478 0.1 0.0 0.0
O 1.577 6.399 0.909 0.0 0.0 -0.1
C 0.430 6.842 1.606 0.0 0.0 0.1
C -0.775 5.896 1.528 0.0 -0.1 -0.1
C -1.506 5.946 0.188 0.0 0.0 0.1
N -0.421 4.513 1.859 0.0 0.1 0.2
H 1.114 7.633 -0.697 0.0 0.0 0.0
H 1.103 5.889 -1.058 0.0 0.0 0.0
H 2.638 6.727 -0.785 0.0 0.0 0.0
H 0.740 6.916 2.652 0.0 0.0 0.0
H 0.154 7.852 1.272 0.0 0.0 0.0
H -1.473 6.236 2.299 0.0 0.1 0.1
H -0.964 5.413 -0.593 0.0 0.0 0.0
H -2.486 5.476 0.260 0.0 -0.1 0.0
H -1.645 6.981 -0.131 0.0 0.0 0.0
H -0.022 4.488 2.794 -0.1 0.0 0.0
H 0.333 4.219 1.245 -0.1 -0.1 -0.1
```
Forces are in eV/Å.

Entry from the OMol25 dataset: a single C2H2O3 molecule at a distorted geometry (ωB97M-V/def2-TZVPD).

Calculated values
- SMILES: O=C1O[C@H]1O
- 2S+1: 1
- E_LUMO: 0.48 eV
- HOMO energy: -0.3643 Ha
- Energy: -8246.2618 eV
- Energy relative to the best compared isomer or geometry (same formula, charge and spin): 2.3352 eV
- Net charge: 0

The geometry in XYZ format:
```
7
Properties=species:S:1:pos:R:3:forces:R:3
O -1.710 1.501 -0.284 0.5 -0.1 -0.2
C -0.806 0.739 -0.409 -4.0 -0.9 4.1
O 0.128 0.408 -1.088 4.6 -0.4 -3.3
C -0.023 -0.549 0.229 -3.5 1.4 -2.8
O 0.839 -0.277 1.163 0.6 0.2 0.8
H -0.112 -1.483 -0.353 0.3 0.1 1.1
H 1.684 -0.339 0.741 1.6 -0.3 0.2
```
Forces are in eV/Å.

Entry from the OMol25 dataset: 3 unconnected molecules or ions with the total composition C4H9NO at a distorted geometry (ωB97M-V/def2-TZVPD).

Calculated values
- 2S+1: 1
- E_LUMO: -2.48 eV
- HOMO energy: -0.3427 Ha
- Energy: -7824.9333 eV
- Energy relative to the best compared isomer or geometry (same formula, charge and spin): 7.3867 eV
- Net charge: 0

The geometry in XYZ format:
```
15
Properties=species:S:1:pos:R:3:forces:R:3
O -1.147 -1.113 1.309 3.4 3.0 -0.6
C -0.047 -0.522 0.867 -5.7 -7.1 1.6
C 0.057 0.885 0.128 2.8 5.0 -5.5
C -0.025 -0.413 -0.665 -1.9 2.2 -1.3
C 1.209 -0.849 -1.404 0.7 1.7 0.7
N 1.344 1.496 0.041 -3.7 -3.1 0.4
H 0.797 -0.689 1.439 2.0 -0.2 1.0
H -0.898 1.497 0.125 1.1 -0.9 1.2
H -2.937 0.138 1.571 -1.7 2.2 0.3
H -1.075 -0.607 -1.166 2.2 0.2 1.6
H 1.184 -0.671 -2.490 -0.4 0.0 0.4
H 2.009 -0.156 -1.008 -0.4 -1.2 -0.5
H 1.396 -1.873 -1.209 0.5 -1.0 0.0
H -3.465 0.803 1.658 1.7 -2.1 -0.3
H 1.601 2.074 0.805 -0.5 1.3 0.9
```
Forces are in eV/Å.

Entry from the OMol25 dataset: 8 unconnected molecules or ions with the total composition C6H24N2O7 at a distorted geometry (ωB97M-V/def2-TZVPD).

Calculated values
- SMILES: NCCc1cc[nH]c1.O.O.O.O.O.O.O
- 2S+1: 1
- E_LUMO: 0.27 eV
- HOMO energy: -0.3180 Ha
- Energy: -23922.8170 eV
- Energy relative to the best compared isomer or geometry (same formula, charge and spin): 3.1015 eV
- Net charge: 0

The geometry in XYZ format:
```
39
Properties=species:S:1:pos:R:3:forces:R:3
N 2.652 -0.513 -0.710 -1.1 1.6 0.6
C 1.767 0.387 -1.491 -1.3 0.8 1.6
C 0.715 -0.388 -2.330 2.4 2.4 -3.0
C -0.012 -1.283 -1.499 -5.5 -1.9 2.5
C -0.387 -2.727 -1.392 1.5 1.0 -0.1
C -1.332 -2.826 -0.408 -0.8 -2.7 0.2
N -1.665 -1.631 0.072 1.8 1.0 -2.8
C -1.003 -0.698 -0.662 2.3 0.5 0.9
H 3.281 -1.030 -1.264 0.7 -0.7 -0.8
H 2.039 -1.159 -0.200 0.5 0.2 -0.2
H 2.286 1.244 -2.039 -0.2 -1.6 0.4
H 1.141 0.910 -0.670 1.0 -0.9 -1.2
H 1.326 -0.969 -3.037 -0.4 0.2 -0.4
H 0.059 0.403 -2.936 1.2 -1.9 1.2
H 0.050 -3.639 -1.828 -0.2 0.9 -0.1
H -1.884 -3.732 -0.089 0.7 0.7 -0.2
H -2.280 -1.343 0.741 -2.1 0.0 2.3
H -0.994 0.316 -0.256 -0.2 -0.1 -0.6
O 0.343 -1.360 2.854 1.1 -0.2 1.7
H -0.187 -1.711 2.154 -0.3 0.8 -0.9
H 0.373 -0.387 3.020 -0.8 -0.8 -1.0
O -2.143 -0.500 -3.549 3.7 -1.5 0.0
H -1.881 -0.843 -2.669 -0.4 0.3 -0.6
H -2.982 -0.172 -3.521 -3.5 1.2 0.4
O -0.287 1.310 2.883 -1.9 -1.7 0.3
H -0.159 2.202 2.591 0.1 1.1 -0.6
H -1.221 1.142 2.548 1.9 0.2 0.6
O 1.147 3.187 -0.602 -0.4 1.0 -0.5
H 1.851 2.910 0.028 0.2 -0.2 -0.4
H 1.097 2.557 -1.330 0.1 0.3 0.4
O -0.694 3.173 1.219 0.8 -0.1 -0.8
H -0.045 3.344 0.461 -0.7 -0.3 0.5
H -1.216 3.951 1.331 -0.5 0.9 0.0
O -2.645 -1.935 2.801 0.7 -0.5 -0.6
H -3.199 -1.399 3.355 -0.1 0.2 0.6
H -1.781 -2.083 3.237 -0.6 0.4 0.1
O 2.768 2.077 1.076 5.6 0.8 -4.4
H 2.085 1.925 1.602 -4.6 -1.8 3.7
H 3.016 1.292 0.507 -0.6 0.5 1.2
```
Forces are in eV/Å.